Computed, not measured: a structure of composition C30H45B2KN11O7P2, with the ωB97M-V functional and the def2-TZVPD basis.

ORCA input file:
```
! wB97M-V def2-TZVPD RIJCOSX def2/J DEFGRID3
* xyz -2 2
K -0.50 1.14 -0.87
O -1.48 -1.68 2.69
C -0.37 -0.91 2.27
O -0.18 -1.21 0.85
C -0.73 0.56 2.33
O -1.89 0.79 1.56
C -2.57 2.00 1.88
C -1.94 3.31 1.35
O -2.56 4.33 1.67
O -0.90 3.19 0.65
H -1.09 -2.32 3.30
H 0.11 1.17 1.96
H -0.89 0.84 3.37
H -2.68 2.09 2.97
H -3.56 1.91 1.45
C -3.13 3.21 -2.11
C -3.51 2.26 -3.08
N -2.51 1.95 -3.88
N -1.46 2.68 -3.45
C -1.80 3.45 -2.39
B -0.10 2.57 -4.15
N 0.13 1.11 -4.57
C 0.31 0.64 -5.82
C 0.35 -0.74 -5.76
C 0.17 -1.02 -4.39
N 0.04 0.09 -3.68
N 1.02 3.09 -3.20
C 1.38 4.38 -3.02
C 2.30 4.43 -2.00
C 2.44 3.09 -1.61
N 1.67 2.29 -2.33
N -0.02 3.46 -5.42
C 1.10 3.78 -6.10
C 0.74 4.47 -7.23
C -0.67 4.52 -7.15
N -1.12 3.91 -6.06
H -3.70 3.63 -1.30
H -4.47 1.79 -3.23
H -1.09 4.06 -1.86
H 0.38 1.30 -6.66
H 0.48 -1.43 -6.57
H 0.14 -1.98 -3.90
H 0.94 5.16 -3.61
H 2.78 5.30 -1.59
H 3.07 2.67 -0.83
H 2.07 3.49 -5.72
H 1.38 4.89 -7.98
H -1.37 4.98 -7.83
C 0.83 -3.96 1.03
P 0.92 -2.28 0.33
C 2.37 -2.08 -0.74
C -0.22 -2.59 -1.13
C -1.71 -2.81 -0.80
P -2.70 -1.27 -1.06
C -3.66 -1.75 -2.57
C -3.99 -1.50 0.23
H 0.81 -4.69 0.21
H -0.10 -4.05 1.60
H 1.66 -4.15 1.70
H 2.19 -2.64 -1.66
H 3.28 -2.40 -0.24
H 2.49 -1.03 -1.00
H 0.19 -3.44 -1.69
H -0.12 -1.72 -1.79
H -1.84 -3.10 0.24
H -2.13 -3.62 -1.42
H -4.16 -2.71 -2.45
H -2.98 -1.78 -3.42
H -4.40 -0.98 -2.78
H -4.45 -2.49 0.17
H -4.76 -0.73 0.12
H -3.50 -1.37 1.20
N 1.97 -1.66 1.89
C 3.22 -1.53 2.12
N 4.34 -1.65 1.46
C 5.50 -1.54 2.08
N 6.57 -1.48 2.52
C 2.65 -3.05 5.13
C 1.25 -2.43 5.16
C 0.40 -3.17 6.18
O 0.66 -2.57 3.88
B 0.99 -1.35 3.08
O 1.53 -0.41 4.04
C 1.30 -0.88 5.35
C -0.04 -0.33 5.85
C 2.41 -0.39 6.26
H 2.57 -4.08 4.77
H 3.11 -3.07 6.12
H 3.30 -2.50 4.45
H 0.44 -4.25 5.98
H -0.64 -2.86 6.13
H 0.77 -3.00 7.20
H -0.87 -0.70 5.24
H -0.02 0.76 5.76
H -0.23 -0.59 6.89
H 3.39 -0.64 5.84
H 2.33 -0.83 7.26
H 2.35 0.69 6.35
*
```

DFT total energy: -3631.86307 Eh
lowest unoccupied orbital energy (spin up / spin down): 3.91 / 3.89 eV